1.
Computed, not measured: 8 unconnected molecules or ions with the total composition C2H20NO9, with ωB97M-V/def2-TZVPD.

Element x y z (Å)
O -2.348250 -2.413906 1.311930
C -2.122248 -1.598174 0.479578
O -3.024360 -1.323831 -0.527674
C -1.211582 -0.389966 0.544895
N -1.116574 0.395343 -0.728908
H -3.683060 -2.029688 -0.595676
H -1.416149 0.383056 1.284964
H -0.217526 -0.773864 0.804706
H -0.166183 0.812166 -0.701860
H -1.140978 -0.255040 -1.504132
H -1.569377 1.305192 -0.841592
H -0.349339 3.420803 -0.614807
H -1.616420 3.960208 -0.340379
O -1.258146 3.068564 -0.481518
H 1.805729 2.106279 0.034370
H 1.956361 3.469299 0.706959
O 1.699038 3.051163 -0.122349
H 0.965395 0.034856 2.883108
H 2.001180 0.197108 1.724999
O 1.324311 -0.385179 2.093602
H 1.377097 1.825604 -2.294661
H 1.736000 0.292700 -2.303185
O 1.068050 0.943038 -2.062629
H -1.656569 -2.524891 -1.584825
H -0.484429 -3.207120 -2.050358
O -0.711118 -2.340988 -1.677400
H -0.018903 -2.735024 2.371760
H -0.692819 -3.842968 1.627824
O 0.089374 -3.287801 1.589111
H 3.774422 1.068199 -0.263709
H 3.833202 0.181793 0.909016
O 3.173879 0.593072 0.328845

Force components x, y, z for each atom (eV/Å):
O 0.53 -0.31 -0.14
C -2.86 2.50 0.56
O 0.44 -0.65 -0.55
C 1.12 0.04 0.09
N 1.76 -0.24 0.90
H -0.16 -0.03 0.30
H -0.69 -0.67 0.46
H -0.15 0.19 -0.31
H 0.00 -0.92 -0.57
H -0.05 0.24 -0.63
H -1.42 -0.30 0.14
H 0.19 -1.21 0.06
H -1.10 -0.53 0.10
O 0.97 1.78 -0.08
H 0.16 -0.11 0.09
H 0.03 0.07 -0.07
O -0.27 0.14 -0.07
H 0.26 0.07 0.00
H -0.25 0.01 0.17
O -0.09 0.02 0.20
H 0.27 -0.13 -0.19
H 0.11 0.17 -0.08
O 0.02 0.15 0.04
H -0.06 0.56 -0.02
H 0.90 0.32 0.02
O -0.69 -0.91 -0.38
H 0.23 -0.04 -0.07
H -0.04 -0.14 -0.08
O 0.41 -0.04 0.20
H -0.36 0.19 -0.15
H -0.29 -0.27 0.10
O 1.06 0.04 -0.07

Summary:
Net charge = +1
Kohn-Sham gap = 10.4984 eV
E = -819.8892 Ha
Strongest force on any atom = 3.84 eV Å⁻¹

---

2.
Computed, not measured: 9 unconnected molecules or ions with the total composition C2H22NO8S, with ωB97M-V/def2-TZVPD.

Element x y z (Å)
C 1.312792 1.915721 -0.575960
C 0.750804 1.518829 0.705275
S -0.380785 -0.028622 0.621597
N 0.413426 3.029698 -1.087798
H 1.428361 1.038603 -1.330295
H 2.420895 2.320725 -0.683563
H 0.076874 2.286647 1.104204
H 1.397048 1.323523 1.468407
H -0.247938 3.302382 -0.388038
H -0.055107 2.807359 -2.017495
H -0.978228 0.637047 -1.969427
H -2.199949 1.479268 -2.328941
O -1.413138 0.977392 -2.807964
H 2.131088 -0.999126 -1.414016
H 2.330327 -2.472363 -1.600454
O 2.018764 -1.686396 -2.040808
H 0.614587 -2.234303 -0.721898
H -0.156775 -3.459796 0.000386
O 0.524399 -3.197823 -0.679965
H -2.048259 1.281872 1.828287
H -1.962624 0.802025 3.326047
O -2.459111 1.318208 2.715601
H -3.690999 1.046030 -1.030224
H -2.656349 2.047469 -0.607173
O -3.304659 1.877664 -1.314663
H -2.024039 -1.731652 2.112180
H -3.140377 -2.229544 1.298586
O -2.462537 -2.479905 1.794948
H 4.195407 -0.334032 0.540226
H 4.038575 0.889580 -0.119070
O 3.466893 0.046270 -0.092586
H 1.454370 -2.179878 1.188500
H 1.769560 -2.239721 2.773794
O 2.144459 -2.447829 1.858327

Force components x, y, z for each atom (eV/Å):
C 1.37 1.31 -3.83
C -2.83 -1.36 0.53
S 0.48 0.91 -0.33
N 0.70 -1.04 -2.50
H -0.91 1.38 1.18
H -1.94 -0.45 1.15
H 0.35 0.09 -0.11
H 2.19 -0.65 1.82
H -0.36 -0.12 0.01
H 0.71 0.23 1.90
H -0.31 0.10 -1.30
H 1.90 -1.39 -1.76
O -0.88 0.78 2.34
H 0.42 1.24 1.01
H 0.11 -0.45 0.17
O 0.00 -0.41 -1.54
H -0.79 0.01 0.05
H 1.06 0.93 -1.06
O -1.02 -1.27 1.25
H 0.42 -0.77 0.68
H 0.92 -0.66 0.11
O -1.38 1.30 -0.68
H -0.10 -0.29 -0.06
H -0.13 -0.03 -0.18
O -0.34 0.64 1.00
H 1.15 2.10 0.44
H -4.35 1.91 -3.29
O 3.32 -4.00 2.74
H -2.56 -0.37 -1.38
H -2.04 -0.98 -0.82
O 4.69 1.20 2.30
H 0.73 -0.15 1.22
H 0.52 -0.25 -2.27
O -1.13 0.50 1.18

Summary:
Net charge = -1
Kohn-Sham gap = 7.0667 eV
E = -1144.2466 Ha
Strongest force on any atom = 5.88 eV Å⁻¹

---

Question: What is the net charge in the first record?
Answer: +1

---

Question: The highest strongest force on any atom belongs to which entry?
Answer: C2H22NO8S

---

Question: Which of these has the lowest net charge?
Answer: C2H22NO8S